# 1
{"formula": "C5H7N3OS", "method": "the ωB97M-V functional and the def2-TZVPD basis", "energy_ha": -832.30973, "orbital_gap_ha": 0.330, "e_above_lowest_kcal_mol": 77.5, "species": ["C", "C", "C", "C", "C", "N", "N", "N", "O", "S", "H", "H", "H", "H", "H", "H", "H"], "xyz": [[-0.3477, 2.7338, -0.5197], [0.1116, 1.9962, -1.6061], [-0.1913, -0.5307, 0.7606], [-0.6355, -1.5695, -0.1770], [1.2024, -0.8770, 1.3115], [-0.5175, 1.9496, 0.4691], [-0.1088, 0.7149, -0.0069], [0.3102, 0.7215, -1.2882], [-1.5515, -3.8708, -0.7350], [-0.8426, -3.1207, 0.3121], [-0.7966, 3.6792, -0.5811], [0.4274, 2.6053, -2.5735], [-0.8239, -0.3379, 1.5856], [-0.8535, -1.1892, -1.1642], [1.6681, -0.1893, 2.0592], [1.1571, -1.9492, 1.7421], [1.7923, -0.7662, 0.4117]], "forces_ev_per_a": [[-0.2817, -0.1902, -1.9071], [1.7690, 2.0350, -3.1556], [1.8757, 1.0652, 0.3573], [-0.6382, -1.5150, 0.7463], [0.2775, -0.9057, 0.7551], [0.0162, -3.8545, 1.8826], [-0.3058, 1.7117, 0.1583], [-0.6605, 1.4375, 1.0129], [0.1962, -0.6109, 0.1617], [-0.3920, 1.6199, -1.3155], [0.0427, 1.3512, 0.3558], [-0.7043, -2.3095, 1.8098], [-1.1278, 0.2134, 0.5934], [-0.3512, -0.6602, -0.2177], [-0.9295, -0.3798, -0.4116], [0.4496, 1.7439, -0.8152], [0.7641, -0.7523, -0.0106]], "mulliken_charge": [-0.22, -0.16, 0.13, -0.30, -1.16, -0.88, 1.14, -0.77, -0.53, 0.32, 0.40, 0.28, 0.36, 0.38, 0.32, 0.31, 0.38]}

---

# 2
{"formula": "C36H72Cl26FN2OPS", "method": "the ωB97M-V functional and the def2-TZVPD basis", "energy_ha": -14403.87540, "orbital_gap_ha": 0.304, "species": ["C", "C", "C", "C", "C", "N", "C", "O", "C", "P", "S", "C", "F", "C", "C", "N", "H", "H", "H", "H", "H", "H", "H", "H", "H", "H", "H", "H", "H", "H", "H", "H", "H", "H", "H", "H", "Cl", "C", "C", "Cl", "H", "H", "H", "H", "Cl", "C", "C", "Cl", "H", "H", "H", "H", "Cl", "C", "C", "Cl", "H", "H", "H", "H", "Cl", "C", "C", "Cl", "H", "H", "H", "H", "Cl", "C", "C", "Cl", "H", "H", "H", "H", "Cl", "C", "C", "Cl", "H", "H", "H", "H", "Cl", "C", "C", "Cl", "H", "H", "H", "H", "Cl", "C", "C", "Cl", "H", "H", "H", "H", "Cl", "C", "C", "Cl", "H", "H", "H", "H", "Cl", "C", "C", "Cl", "H", "H", "H", "H", "Cl", "C", "C", "Cl", "H", "H", "H", "H", "Cl", "C", "C", "Cl", "H", "H", "H", "H", "Cl", "C", "C", "Cl", "H", "H", "H", "H"], "xyz": [[-5.1071, 0.8076, -2.2907], [-3.4991, 1.0484, -2.1861], [-2.5283, -0.0859, -2.8107], [-3.1321, -1.5767, -3.0344], [-2.7741, -2.6779, -1.8661], [-3.8747, -3.7305, -2.1191], [-5.0898, -3.4119, -1.2223], [-6.3729, -3.2844, -1.5750], [-4.3484, -3.2280, 0.2413], [-5.4542, -2.4413, 1.6060], [-6.3415, -0.7924, 0.9970], [-3.0386, -2.3452, -0.2904], [-3.0352, -0.9560, 0.2131], [-1.7599, -3.0443, 0.4935], [-1.0144, -2.0445, 1.5741], [-1.8559, -1.9142, 2.8306], [-5.4478, 0.8073, -3.4164], [-5.4398, -0.2476, -1.8430], [-5.7475, 1.6071, -1.7059], [-3.2693, 2.0683, -2.7634], [-3.2424, 1.2932, -1.0465], [-1.5935, -0.1957, -2.0771], [-2.0529, 0.2939, -3.8369], [-2.6142, -1.9986, -4.0260], [-4.2809, -1.6574, -3.2342], [-1.7712, -3.1629, -2.2235], [-4.1099, -3.8500, -3.1424], [-4.1698, -4.3349, 0.5780], [-4.7610, -2.2521, 2.8702], [-6.5473, -3.3771, 1.8963], [-2.0816, -4.0060, 1.1204], [-0.9093, -3.4220, -0.2384], [-0.0239, -2.6218, 1.9075], [-0.6464, -1.0274, 1.1223], [-1.1986, -1.6646, 3.6037], [-2.4937, -1.0730, 2.7251], [-8.4536, -0.0728, -1.9582], [-9.7546, 1.0480, -2.4323], [-9.5038, 1.6754, -3.7945], [-8.1314, 2.8103, -3.7695], [-9.8501, 1.8074, -1.6497], [-10.6803, 0.4656, -2.4559], [-10.3824, 2.2475, -4.1072], [-9.3030, 0.9164, -4.5570], [-0.9405, 1.9209, -6.1294], [-1.8150, 1.1420, -7.4719], [-3.2996, 0.9917, -7.1794], [-3.6141, -0.1988, -5.8925], [-1.3425, 0.1744, -7.6685], [-1.6717, 1.7756, -8.3521], [-3.8201, 0.6365, -8.0737], [-3.7496, 1.9432, -6.8793], [-8.3397, -8.3745, -3.1508], [-7.9770, -7.6524, -1.5631], [-6.8280, -6.6589, -1.6333], [-5.2688, -7.4563, -1.9578], [-7.7654, -8.4652, -0.8612], [-8.8876, -7.1449, -1.2314], [-6.7257, -6.1413, -0.6749], [-6.9929, -5.9063, -2.4106], [1.5827, -1.8591, 3.3908], [3.2934, -2.2697, 3.6712], [3.9957, -2.7058, 2.3950], [3.4068, -4.2810, 1.8082], [3.3339, -3.0476, 4.4401], [3.7725, -1.3711, 4.0708], [5.0680, -2.8178, 2.5810], [3.8643, -1.9736, 1.5923], [-0.6992, 4.8700, -7.8297], [-0.3364, 5.5921, -6.2419], [0.8126, 6.5856, -6.3122], [2.3718, 5.7881, -6.6367], [-0.1248, 4.7793, -5.5400], [-1.2470, 6.0996, -5.9102], [0.9149, 7.1032, -5.3538], [0.6477, 7.3381, -7.0894], [0.6371, 9.0514, -3.6137], [0.2885, 10.7500, -4.0225], [-0.4550, 10.8817, -5.3424], [0.5661, 10.4468, -6.7354], [1.2365, 11.2969, -4.0370], [-0.3234, 11.1514, -3.2094], [-0.7674, 11.9197, -5.4905], [-1.3488, 10.2507, -5.3662], [6.5559, -0.9055, 2.1660], [7.7382, -1.6054, 1.0319], [7.5674, -1.0671, -0.3800], [6.0592, -1.6352, -1.1382], [7.6349, -2.6946, 1.0637], [8.7311, -1.3465, 1.4109], [8.3902, -1.4147, -1.0118], [7.5646, 0.0272, -0.3965], [-12.7536, 1.9498, -3.9971], [-14.0547, 3.0706, -4.4712], [-13.8038, 3.6980, -5.8335], [-12.4314, 4.8329, -5.8084], [-14.1501, 3.8299, -3.6887], [-14.9804, 2.4882, -4.4949], [-14.6824, 4.2701, -6.1462], [-13.6031, 2.9389, -6.5959], [-0.9270, 2.8345, -2.2170], [-0.7293, 2.5147, -0.4756], [0.6576, 1.9875, -0.1426], [0.9219, 0.3440, -0.7762], [-1.5119, 1.8138, -0.1684], [-0.9003, 3.4635, 0.0413], [0.7831, 1.9326, 0.9428], [1.4424, 2.6364, -0.5435], [9.3156, -3.2983, 5.6846], [9.3239, -1.5606, 6.0771], [9.0736, -0.6943, 4.8526], [10.4344, -0.7439, 3.7046], [10.2825, -1.3240, 6.5496], [8.5321, -1.3995, 6.8146], [8.9522, 0.3500, 5.1552], [8.1683, -1.0016, 4.3198], [8.7979, -3.7908, 12.1146], [8.9552, -4.7740, 10.6373], [9.7410, -4.0564, 9.5511], [8.8509, -2.6645, 8.8857], [7.9490, -5.0403, 10.2984], [9.4724, -5.6944, 10.9239], [9.9306, -4.7391, 8.7175], [10.7056, -3.6967, 9.9224], [4.8019, -1.4925, 8.6763], [4.4532, 0.2061, 8.2675], [3.7098, 0.3378, 6.9476], [4.7309, -0.0971, 5.5546], [5.4013, 0.7530, 8.2530], [3.8413, 0.6075, 9.0806], [3.3973, 1.3758, 6.7995], [2.8159, -0.2932, 6.9238], [15.9760, -0.1018, 6.1667], [15.1015, -0.8807, 4.8242], [13.6168, -1.0310, 5.1167], [13.3024, -2.2215, 6.4036], [15.5740, -1.8483, 4.6276], [15.2447, -0.2471, 3.9440], [13.0963, -1.3863, 4.2224], [13.1669, -0.0796, 5.4168]], "forces_ev_per_a": [[-0.3518, -0.9190, -0.0875], [-0.6920, 1.5216, 0.1553], [1.2264, 0.0098, 0.1373], [0.6860, 0.0732, -0.4623], [-2.4086, 0.3408, -2.2246], [-2.6520, 0.9650, 1.4758], [-3.0212, 0.5539, -2.1565], [7.8986, -1.2957, 2.0797], [-0.9895, -0.0237, -1.7404], [-1.2051, 1.0932, -1.0026], [0.4978, -0.3661, 0.3550], [2.6548, -2.1716, 2.4909], [-0.6021, -2.6998, -1.8063], [1.3377, -0.0082, 0.9861], [0.9445, -1.3075, -0.2411], [0.4998, 1.6536, -0.6025], [0.6402, 0.0811, 2.1534], [0.8247, 2.2979, -0.8641], [1.5260, -1.4904, -1.2267], [-0.6448, -2.3779, 1.2616], [-0.5773, -0.8329, -2.4858], [-1.9584, 0.1756, -1.5650], [-1.2292, -0.8120, 2.3691], [-1.0795, 0.7462, 2.1775], [2.0906, 0.6541, 0.5098], [-1.6493, 1.0345, 1.6913], [0.1585, 0.3624, 1.6923], [0.4376, 2.1584, -0.7414], [-0.0565, -0.7531, -1.0603], [1.4963, 0.0921, -0.1622], [0.5568, 2.2154, -1.3944], [-1.9301, 0.9300, 1.2661], [-2.4434, 1.1608, -1.0252], [-0.9374, -1.9717, 0.6421], [-0.8502, -0.2677, -0.7821], [1.0338, -1.2911, 0.1137], [-0.0709, 0.0410, 0.0140], [-0.0945, 0.0905, -0.1152], [-0.3064, -0.1182, -0.0128], [0.0961, 0.0077, 0.0044], [0.0994, -0.1160, -0.2162], [0.1283, 0.0918, -0.0870], [0.4027, -0.0870, 0.1467], [0.0707, 0.1072, 0.2429], [-0.0242, -0.2368, 0.1674], [-0.1539, -0.0570, -0.2295], [0.0389, 0.1852, -0.2811], [-0.1042, 0.0520, -0.2373], [-0.1369, 0.1882, 0.1592], [-0.0907, -0.0153, 0.1598], [0.1637, 0.0300, 0.1072], [0.1771, -0.2051, 0.0272], [0.0288, -0.0377, -0.0095], [0.0680, 0.1445, 0.2982], [-0.3596, 0.1484, 0.0411], [0.0571, -0.0319, -0.0293], [0.0411, 0.1505, -0.2266], [0.1922, 0.0146, -0.0924], [-0.0816, -0.1135, -0.1514], [0.0428, -0.2058, 0.1753], [0.2684, 0.1163, 0.2435], [0.5248, -0.1174, -0.1125], [-0.0651, 0.0981, 0.2066], [-0.1302, -0.0993, -0.0730], [-0.0673, 0.1047, -0.2205], [-0.3223, -0.5074, -0.4385], [-0.4466, -0.0795, 0.0621], [-0.0300, -0.1937, 0.1703], [0.0104, 0.1101, -0.1364], [0.0887, 0.1385, 0.2985], [-0.3159, 0.1040, 0.0920], [0.0278, -0.0371, -0.0507], [0.0233, 0.1201, -0.2251], [0.1753, -0.0030, -0.0811], [-0.0629, -0.1886, -0.2317], [0.0406, -0.2341, 0.1322], [0.0179, 0.0507, 0.0733], [-0.0950, 0.3377, -0.0763], [-0.1656, 0.1015, 0.2372], [0.0056, -0.0499, 0.0111], [-0.1870, -0.2021, -0.0895], [0.0238, -0.0931, -0.1784], [0.1200, -0.1470, 0.0795], [0.2607, 0.0597, 0.0305], [0.2046, 0.4116, -0.0173], [0.4017, -0.1720, -0.3302], [0.1929, 0.0770, 0.1218], [-0.0415, 0.0237, 0.0643], [-0.0991, 0.2489, -0.0421], [-0.1700, 0.0264, -0.0654], [-0.1158, -0.0201, 0.1860], [-0.0755, -0.2461, 0.0757], [-0.3162, 0.0223, 0.0059], [-0.3296, 0.2017, -0.1099], [-0.2226, -0.1569, -0.0035], [0.0344, -0.0630, 0.0210], [0.1407, -0.1480, -0.2074], [0.1635, 0.0779, -0.0819], [0.1156, -0.0920, 0.1482], [0.0353, 0.1326, 0.2362], [0.4913, 0.1938, 0.0697], [0.0869, 0.0084, 0.2528], [-0.0726, 0.3124, 0.1367], [0.0830, 0.0071, -0.0647], [0.2279, 0.0555, -0.1362], [0.1157, -0.1366, -0.0675], [-0.1112, -0.0173, -0.1475], [-0.2129, -0.1769, -0.0203], [0.0680, 0.0441, -0.2075], [-0.0036, 0.4115, -0.1457], [-0.4153, -0.0843, 0.4119], [0.0115, 0.0016, -0.1880], [-0.1638, -0.1215, -0.1537], [0.0913, 0.0541, -0.3775], [0.0840, -0.1780, 0.0041], [0.2954, 0.0043, 0.1047], [-0.0282, 0.0246, -0.0150], [0.0383, -0.1611, -0.2367], [0.1492, -0.3076, 0.1118], [-0.0283, -0.1020, 0.6287], [0.2171, 0.1728, 0.0502], [0.0004, 0.1869, -0.0837], [-0.1153, 0.0891, 0.1019], [-0.2794, -0.0082, -0.0099], [0.0534, 0.0233, -0.0676], [-0.0540, 0.2112, -0.0433], [-0.2575, 0.1694, 0.3715], [0.4404, 0.4205, 0.4160], [-0.1923, -0.1723, -0.0793], [0.0169, -0.0683, -0.1996], [0.1272, -0.1517, 0.0457], [0.2675, 0.0361, -0.0024], [0.0092, -0.0257, 0.0279], [-0.1547, -0.1172, -0.2013], [0.1464, 0.1802, -0.3157], [-0.0395, 0.0172, 0.0480], [-0.1470, 0.1879, 0.1467], [-0.1149, -0.0628, 0.1564], [0.1743, 0.0267, 0.1815], [0.1614, -0.2185, -0.0084]], "mulliken_charge": [-0.53, 0.05, 0.80, -1.00, -0.59, -0.34, 0.15, -0.61, -0.37, 0.01, -0.33, 1.43, -0.29, -1.08, -0.13, -0.60, 0.21, -0.29, 0.32, 0.21, -0.24, -0.36, -0.12, 0.32, 0.55, 0.29, 0.42, 0.47, 0.13, 0.09, 0.18, 0.29, 0.21, 0.20, 0.26, 0.27, -0.07, -0.53, -0.09, -0.21, 0.33, 0.28, -0.05, 0.37, -0.12, -0.49, -0.57, -0.08, 0.33, 0.30, 0.34, 0.31, -0.19, -0.49, -0.28, -0.19, 0.34, 0.33, 0.19, 0.30, -0.23, 0.35, -0.42, -0.22, 0.44, -0.49, 0.17, 0.35, -0.20, -0.35, 0.11, -0.20, 0.18, 0.32, -0.13, 0.26, -0.18, -0.42, -0.47, -0.17, 0.31, 0.30, 0.33, 0.31, -0.13, -0.35, -0.47, -0.18, 0.35, 0.13, 0.35, 0.30, -0.16, -0.51, -0.45, -0.18, 0.31, 0.32, 0.32, 0.31, -0.11, -0.23, -0.51, -0.19, -0.05, 0.45, 0.29, 0.40, -0.20, -0.37, -0.11, -0.24, 0.39, 0.24, 0.36, -0.03, -0.19, -0.42, -0.47, -0.15, 0.31, 0.32, 0.25, 0.33, -0.18, -0.43, -0.57, -0.12, 0.30, 0.34, 0.32, 0.34, -0.19, -0.50, -0.29, -0.18, 0.33, 0.33, 0.17, 0.34]}

---

- What is the formula in the second record?
  C36H72Cl26FN2OPS

---

- What is the formula in the second record?
  C36H72Cl26FN2OPS